Record 1
Here is a structure of composition C34H53F4HgN2O10P2S2 in a non-equilibrium geometry from the Open Molecules 2025 dataset. Energies are from the ωB97M-V functional and the def2-TZVPD basis.

Structure (XYZ):
```
108
Properties=species:S:1:pos:R:3
Hg 2.0762 0.5589 0.9689
C 0.3118 -3.7262 3.4177
N 0.8077 -2.8502 2.3929
C 0.1693 -3.0622 1.1235
C 2.2516 -2.7844 2.3356
C 2.8152 -1.9633 3.5060
N 2.0869 -0.7428 3.6366
C 1.6794 -0.2314 4.7589
C 0.9299 0.9972 4.7442
F 0.6082 1.5454 3.5495
C 0.5437 1.6654 5.8729
F -0.1240 2.8493 5.7579
C 0.7792 1.1852 7.1580
C 1.4348 -0.0296 7.2245
F 1.6570 -0.5797 8.4585
C 1.8642 -0.7083 6.1088
F 2.4820 -1.9138 6.3684
H 0.5362 -4.7975 3.2190
H -0.7700 -3.6102 3.5003
H 0.7578 -3.4556 4.3732
H -0.9031 -2.8982 1.2497
H 0.3349 -4.0811 0.7094
H 0.5494 -2.3307 0.4136
H 2.5258 -2.2898 1.4010
H 2.7173 -3.7922 2.3528
H 3.8704 -1.7445 3.2884
H 2.7857 -2.5810 4.4092
H 0.4911 1.7402 8.0319
C -2.6505 2.8384 -3.7522
C -3.5743 2.1661 -2.7426
C -4.4004 1.0597 -3.3913
O -2.8540 1.7161 -1.6099
P -1.6712 0.6431 -1.4214
O -0.5936 1.2066 -0.6396
C -2.5264 -0.8003 -0.6686
P -2.6184 -0.5167 1.1351
O -1.4133 -0.2607 1.8857
O -3.3099 -1.8708 1.7077
C -4.5302 -2.4157 1.2451
C -4.2400 -3.6923 0.4560
C -5.4133 -2.7009 2.4584
O -3.8160 0.5621 1.1947
C -3.7643 1.6872 2.0837
C -2.6670 2.6589 1.6854
C -3.6193 1.2601 3.5375
O -1.4062 0.1841 -2.9408
C -0.2864 -0.5479 -3.4648
C 0.4544 -1.3614 -2.4237
C -0.8663 -1.4244 -4.5792
H -3.2314 3.4090 -4.4746
H -2.0580 2.0889 -4.2665
H -1.9715 3.5041 -3.2277
H -4.2652 2.9209 -2.3326
H -3.7432 0.2754 -3.7568
H -4.9704 1.4742 -4.2221
H -5.0925 0.6400 -2.6649
H -1.9109 -1.6837 -0.8136
H -3.5103 -0.9357 -1.1099
H -5.0337 -1.6850 0.5985
H -3.6951 -4.3872 1.0899
H -3.6258 -3.4725 -0.4140
H -5.1669 -4.1576 0.1272
H -4.8992 -3.3922 3.1203
H -6.3657 -3.1309 2.1534
H -5.5937 -1.7763 2.9998
H -4.7512 2.1550 1.9341
H -1.6957 2.2092 1.8641
H -2.7485 3.5720 2.2711
H -2.7417 2.8904 0.6265
H -2.6507 0.7887 3.6729
H -4.4027 0.5556 3.8162
H -3.6800 2.1383 4.1766
H 0.4080 0.1842 -3.8956
H -0.1757 -2.1498 -2.0123
H 0.8080 -0.7066 -1.6293
H 1.3319 -1.8177 -2.8759
H -1.5691 -2.1470 -4.1628
H -0.0669 -1.9632 -5.0813
H -1.3931 -0.8076 -5.3076
C 2.0766 2.8771 -6.7273
O 3.0929 1.9196 -6.6555
C 3.3198 1.3126 -5.4219
C 4.2886 0.2986 -5.4284
C 4.5441 -0.3829 -4.2607
C 3.8683 -0.1227 -3.0719
C 4.1707 -0.8909 -1.8702
C 5.6466 -1.1693 -1.5982
O 3.3335 -1.2880 -1.0727
C 2.8819 0.9372 -3.0222
O 2.2665 1.2956 -1.9992
C 2.6599 1.6288 -4.2687
H 2.0191 3.1681 -7.7779
H 2.3023 3.7587 -6.1161
H 1.1058 2.4751 -6.4103
H 4.8137 0.0717 -6.3431
H 5.2484 -1.2074 -4.2917
H 6.2866 -0.9181 -2.4383
H 5.7917 -2.2097 -1.3110
H 5.9287 -0.5499 -0.7479
H 1.9214 2.4168 -4.2345
C 3.1464 4.0106 0.3182
O 4.1261 4.6466 1.1153
C 4.8347 3.9235 1.9876
S 5.9822 4.7812 2.8363
S 4.6409 2.2731 2.2062
H 2.7510 4.7905 -0.3297
H 2.3369 3.5963 0.9310
H 3.5743 3.2045 -0.2868
```

Computed properties:
Multiplicity   2
Expectation value of S²   0.76
LUMO (alpha / beta)   3.400 / 3.210 eV
HOMO energy (alpha / beta)   -1.49 / -1.41 eV
Charge   -2

Record 2
Here is an isolated molecule of CH2N2O3S in a non-equilibrium geometry from the Open Molecules 2025 dataset. Energies are from the ωB97M-V functional and the def2-TZVPD basis.

Structure (XYZ):
```
9
Properties=species:S:1:pos:R:3
C 0.1379 -0.1754 1.1125
N -0.0899 -0.1006 2.2420
N 0.7016 -0.1930 0.0051
O -0.2985 1.5469 -1.3889
O -1.6953 -0.4925 -0.7683
O 0.2314 -0.6087 -2.3841
S -0.4666 0.0850 -1.3873
H -0.0162 0.7796 2.5852
H 1.4955 -0.8413 -0.0163
```

Computed properties:
LUMO   -0.389 eV
HOMO energy   -10.49 eV
Charge   0

Record 3
Here is an isolated molecule of C4H11N3 in a non-equilibrium geometry from the Open Molecules 2025 dataset. Energies are from the ωB97M-V functional and the def2-TZVPD basis.

Structure (XYZ):
```
18
Properties=species:S:1:pos:R:3
N -3.0351 -0.6512 0.1285
C -1.9958 -1.2214 0.8388
N -0.7028 -1.0675 0.8305
C -0.1851 0.3524 0.7769
C 0.2765 0.6581 -0.5692
C 1.7458 0.0925 -0.7347
N 2.9462 1.0647 -0.6539
H -3.4649 -1.4791 -0.4254
H -2.6960 0.1133 -0.4751
H -2.3028 -2.1585 1.2862
H -1.0287 0.8307 1.1992
H 0.5808 0.5148 1.5724
H 0.3032 1.7919 -0.6642
H -0.4835 0.1666 -1.2121
H 1.6711 -0.4425 -1.7280
H 1.8575 -0.7365 -0.0110
H 3.7460 0.5192 -0.3362
H 2.7677 1.6526 0.1773
```

Computed properties:
LUMO   0.713 eV
HOMO energy   -8.60 eV
SMILES string   N/C=N\CCCN
Charge   0

What relative energy (zero: lowest compared OMol25 entry of this formula, charge and spin) values result from the calculations? In sequence: 2.6, 39.8, 72.8 kcal per mole.